(1)
Molecular formula: C23H22BrCrN2O2
Method: DFT, ωB97M-V/def2-TZVPD

```
! RIJCOSX wB97M-V def2-TZVPD def2/J DEFGRID3
* xyz 2 4
Cr 0.511 -0.876 -1.286
O -0.650 1.400 -1.969
C 0.011 2.603 -1.788
C -0.605 3.797 -2.141
C 0.030 5.005 -1.914
C 1.291 5.036 -1.339
C 1.916 3.849 -1.002
C 1.286 2.629 -1.218
C 1.967 1.344 -0.753
O 1.724 0.310 -1.587
N 1.433 0.952 0.562
N 0.382 0.129 0.427
C -0.475 -0.052 1.390
C -1.581 -0.919 1.258
Br -1.682 -1.726 -0.536
C -2.513 -1.331 2.158
C -2.669 -0.990 3.540
C -3.254 -1.988 4.350
C -3.336 -1.828 5.715
C -2.893 -0.649 6.305
C -2.406 0.384 5.508
C -2.288 0.221 4.145
H -1.381 1.555 -2.585
H -1.591 3.779 -2.583
H -0.469 5.924 -2.179
H 1.782 5.976 -1.139
H 2.904 3.859 -0.568
H 3.048 1.525 -0.648
H 1.402 1.655 1.297
H -0.340 0.458 2.341
H -3.205 -2.089 1.808
H -3.594 -2.904 3.890
H -3.753 -2.616 6.323
H -2.943 -0.531 7.377
H -2.134 1.325 5.960
H -1.964 1.056 3.539
C 0.414 -1.466 -4.361
C 1.284 -2.016 -3.268
C 0.765 -2.957 -2.349
C 1.611 -3.574 -1.412
C 2.964 -3.269 -1.393
C 3.489 -2.388 -2.333
C 2.663 -1.767 -3.256
H 0.809 -0.524 -4.733
H -0.617 -1.327 -4.028
H 0.396 -2.170 -5.196
H -0.224 -3.381 -2.516
H 1.224 -4.350 -0.764
H 3.619 -3.754 -0.684
H 4.553 -2.214 -2.364
H 3.091 -1.113 -4.003
*
```

frontier orbital gap (alpha / beta): 5.2 / 6.9 eV
electronic energy: -129730.3674 eV
ΔE to the lowest compared entry with this formula, charge and spin: 25.6 kcal per mole

(2)
Molecular formula: C23H22Cl2N6O3Rb
Method: DFT, ωB97M-V/def2-TZVPD

```
! RIJCOSX wB97M-V def2-TZVPD def2/J DEFGRID3
* xyz -1 1
Rb -0.472 1.081 -0.741
Cl 1.456 5.667 4.904
C 0.495 4.649 3.856
C 1.079 4.111 2.727
C 0.385 3.288 1.834
N 1.071 2.676 0.762
C 1.911 3.398 0.041
O 2.133 4.625 0.010
C 2.802 2.571 -0.881
C 4.183 2.673 -0.685
C 5.038 1.970 -1.507
C 4.501 1.201 -2.539
C 3.129 1.168 -2.669
N 2.282 1.820 -1.860
C -0.971 2.989 2.121
C -1.543 3.554 3.266
C -0.837 4.372 4.126
Cl -1.648 5.026 5.531
N -1.700 2.043 1.373
C -2.960 2.283 1.054
O -3.647 3.322 1.133
C -3.691 1.048 0.542
C -4.900 0.701 1.146
C -5.560 -0.436 0.730
C -5.019 -1.193 -0.307
C -3.832 -0.763 -0.867
N -3.176 0.331 -0.464
H 2.110 4.355 2.506
H 4.547 3.321 0.104
H 6.111 2.031 -1.368
H 5.132 0.651 -3.227
H 2.673 0.601 -3.476
H -2.584 3.350 3.474
H -5.287 1.337 1.932
H -6.490 -0.734 1.199
H -5.506 -2.088 -0.672
H -3.376 -1.314 -1.686
C -1.969 -3.942 -0.650
N -0.545 -4.237 -0.861
C -0.150 -5.634 -0.929
C 0.228 -3.102 -1.009
O -0.367 -2.025 -0.935
N 1.599 -3.117 -1.212
C 2.257 -1.825 -1.363
C 2.552 -4.204 -1.379
H -2.485 -4.877 -0.441
H -2.419 -3.476 -1.528
H -2.113 -3.260 0.185
H -1.045 -6.236 -0.808
H 0.532 -5.921 -0.128
H 0.288 -5.907 -1.889
H 1.535 -1.029 -1.274
H 2.747 -1.766 -2.338
H 3.020 -1.695 -0.589
H 2.151 -5.176 -1.167
H 3.398 -4.044 -0.706
H 2.947 -4.213 -2.400
*
```

frontier orbital gap: 5.5 eV
electronic energy: -64994.3356 eV

(3)
Molecular formula: C23H22Cl6F32O4
Method: DFT, ωB97M-V/def2-TZVPD

```
! RIJCOSX wB97M-V def2-TZVPD def2/J DEFGRID3
* xyz 0 1
C 1.977 -0.504 4.461
C 3.087 0.488 4.786
C 4.233 0.394 3.777
F 5.359 0.967 4.245
F 4.543 -0.902 3.447
F 2.640 1.777 4.737
F 3.530 0.298 6.065
O 0.960 -0.425 5.450
C 0.048 -1.444 5.434
C -0.958 -1.393 6.586
F -1.607 -0.216 6.708
F -1.846 -2.398 6.445
F -0.616 -1.373 4.247
F 0.651 -2.650 5.464
H 2.368 -1.521 4.400
H 1.515 -0.335 3.487
H 3.929 0.863 2.835
H -0.416 -1.554 7.525
C -2.261 1.099 2.937
C -3.484 0.217 3.157
C -4.631 1.061 3.747
F -4.943 2.104 2.928
F -5.776 0.329 3.858
F -3.870 -0.228 1.939
F -3.234 -0.804 3.987
O -1.852 1.663 4.169
C -0.807 2.550 4.063
C -0.357 2.849 5.497
F 0.698 3.685 5.577
F -1.361 3.382 6.223
F 0.216 1.920 3.432
F -1.148 3.646 3.377
H -2.449 1.833 2.153
H -1.491 0.463 2.492
H -4.416 1.454 4.741
H -0.061 1.876 5.903
C 4.131 -5.118 -4.671
C 4.233 -5.289 -6.171
C 4.910 -4.129 -6.923
F 5.957 -3.651 -6.168
F 5.357 -4.488 -8.151
F 4.905 -6.432 -6.483
F 2.969 -5.429 -6.687
O 3.339 -4.006 -4.324
C 3.169 -3.871 -2.963
C 2.481 -2.538 -2.758
F 1.299 -2.404 -3.409
F 2.267 -2.275 -1.437
F 2.463 -4.896 -2.448
F 4.357 -3.830 -2.335
H 5.154 -5.093 -4.280
H 3.813 -6.078 -4.252
H 4.248 -3.262 -7.064
H 3.154 -1.739 -3.093
C -2.624 3.451 -2.414
C -3.134 3.551 -3.830
C -4.645 3.337 -3.925
F -5.161 3.615 -5.141
F -5.018 2.077 -3.566
F -2.867 4.838 -4.242
F -2.457 2.717 -4.658
O -3.253 4.383 -1.540
C -2.445 4.908 -0.545
C -3.335 5.883 0.243
F -4.243 5.208 0.994
F -2.617 6.694 1.050
F -1.890 3.976 0.239
F -1.435 5.596 -1.120
H -1.535 3.516 -2.417
H -2.868 2.469 -1.996
H -5.106 3.992 -3.175
H -3.915 6.533 -0.418
C 0.155 -0.125 -0.457
Cl -1.247 0.936 -0.340
Cl 0.449 -1.106 1.005
H -0.020 -0.807 -1.285
H 1.030 0.442 -0.759
C 1.020 0.970 -5.380
Cl 0.600 0.676 -3.709
Cl 2.660 0.375 -5.828
H 0.297 0.503 -6.037
H 1.036 2.043 -5.532
C -0.649 -5.118 -2.396
Cl -0.911 -3.633 -1.470
Cl -2.154 -5.881 -2.956
H -0.029 -4.829 -3.238
H -0.068 -5.830 -1.819
*
```

SMILES: FC(F)C(F)(F)COC(F)(F)C(F)F.FC(F)C(F)(F)COC(F)(F)C(F)F.FC(F)C(F)(F)COC(F)(F)C(F)F.FC(F)C(F)(F)COC(F)(F)C(F)F.ClCCl.ClCCl.ClCCl
frontier orbital gap: 11.2 eV
electronic energy: -194492.8730 eV
ΔE to the lowest compared entry with this formula, charge and spin: 0.0 kcal per mole

(4)
Molecular formula: C23H22ClN3O7S
Method: DFT, ωB97M-V/def2-TZVPD

```
! RIJCOSX wB97M-V def2-TZVPD def2/J DEFGRID3
* xyz 0 1
C 4.129 5.226 -0.112
H 3.905 5.436 0.939
O 4.344 3.851 -0.328
C 3.322 2.991 -0.065
C 2.071 3.348 0.411
C 1.108 2.373 0.622
C 1.368 1.033 0.383
C 2.649 0.670 -0.065
C 3.601 1.642 -0.297
H 4.589 1.397 -0.647
O 2.883 -0.674 -0.213
C 4.063 -1.062 -0.885
H 4.950 -0.824 -0.291
H 4.130 -0.583 -1.865
H 3.995 -2.141 -1.013
N 0.398 0.038 0.588
S 0.250 -1.202 -0.507
O 0.596 -0.716 -1.810
O -1.079 -1.744 -0.358
C 1.299 -2.680 -0.256
C 1.382 -3.439 -1.409
C 2.112 -4.618 -1.432
C 2.792 -5.038 -0.299
C 2.729 -4.281 0.855
C 1.968 -3.116 0.877
N 1.908 -2.377 2.109
O 2.875 -2.416 2.836
O 0.879 -1.782 2.339
H 3.252 -4.573 1.753
H 3.370 -5.949 -0.314
H 2.155 -5.202 -2.338
H 0.873 -3.079 -2.288
C -0.705 0.288 1.494
C -1.795 1.210 0.925
O -2.092 2.263 1.458
N -2.362 0.750 -0.197
H -2.135 -0.189 -0.505
C -3.437 1.452 -0.870
C -4.771 0.836 -0.536
C -5.310 1.016 0.733
C -6.515 0.435 1.078
C -7.188 -0.335 0.143
C -6.665 -0.531 -1.125
C -5.455 0.053 -1.456
H -5.044 -0.100 -2.443
H -7.199 -1.136 -1.842
Cl -8.700 -1.061 0.563
H -6.933 0.578 2.062
H -4.775 1.618 1.452
H -3.404 2.487 -0.517
H -3.255 1.424 -1.947
H -1.153 -0.679 1.726
H -0.312 0.727 2.414
H 0.143 2.681 0.983
H 1.817 4.375 0.616
H 3.319 5.609 -0.740
H 5.062 5.715 -0.386
*
```

SMILES: COc1ccc(N(CC(=O)NCc2ccc(Cl)cc2)S(=O)(=O)c2ccccc2[N+](=O)[O-])c(OC)c1
frontier orbital gap: 7.4 eV
electronic energy: -66364.8583 eV
ΔE to the lowest compared entry with this formula, charge and spin: 67.4 kcal per mole

(5)
Molecular formula: C23H22CrNO4
Method: DFT, ωB97M-V/def2-TZVPD

```
! RIJCOSX wB97M-V def2-TZVPD def2/J DEFGRID3
* xyz 2 4
C 0.575 -1.473 2.787
N 1.913 -1.525 2.248
C 2.557 -2.816 2.344
C 3.986 -2.764 2.874
O 4.665 -1.614 2.384
C 4.068 -0.411 2.857
C 2.649 -0.264 2.317
H 0.527 -0.759 3.623
H -0.111 -1.136 2.007
H 0.245 -2.459 3.152
H 1.947 -3.433 3.017
H 2.594 -3.327 1.364
H 3.969 -2.783 3.985
H 4.551 -3.622 2.481
H 4.052 -0.383 3.965
H 4.706 0.390 2.461
H 2.738 0.218 1.323
H 2.079 0.422 2.960
O -3.769 3.848 -4.090
C -3.655 3.484 -2.989
Cr -3.675 2.577 -1.312
C -3.256 1.066 -2.368
O -3.075 0.188 -3.115
C -5.479 2.234 -1.862
O -6.471 2.012 -2.432
C -3.852 4.173 0.158
C -2.571 4.197 -0.408
C -1.788 3.039 -0.434
C -2.210 1.850 0.208
C -1.372 0.669 0.159
C -0.713 -0.320 -0.157
C 0.018 -1.464 -0.335
C 0.883 -1.591 -1.458
C 1.397 -2.855 -1.848
C 2.095 -2.988 -3.044
C 2.323 -1.860 -3.849
C 1.872 -0.598 -3.454
C 1.163 -0.454 -2.263
C -3.544 1.812 0.671
C -4.333 2.970 0.702
H -4.465 5.081 0.193
H -2.192 5.114 -0.873
H -0.809 3.027 -0.919
H -0.166 -2.375 0.248
H 1.150 -3.723 -1.231
H 2.433 -3.971 -3.363
H 2.853 -1.976 -4.795
H 2.045 0.284 -4.078
H 0.736 0.503 -1.954
H -3.934 0.854 1.037
H -5.350 2.930 1.107
*
```

frontier orbital gap (alpha / beta): 7.3 / 5.7 eV
electronic energy: -62289.3532 eV

(6)
Molecular formula: C23H22F2IrN3O10P2S3
Method: DFT, ωB97M-V/def2-TZVPD

```
! RIJCOSX wB97M-V def2-TZVPD def2/J DEFGRID3
* xyz 0 1
Ir 0.277 0.466 0.472
C 2.896 -3.883 2.190
C 2.372 -2.509 1.813
O 3.234 -1.530 2.417
P 0.759 -2.132 2.574
O -0.315 -3.196 2.155
O 0.920 -2.485 4.111
O 0.371 -0.701 2.381
P 2.370 -2.271 -0.024
O 1.559 -3.489 -0.619
O 3.761 -2.223 -0.531
O 1.647 -0.943 -0.205
H 3.013 -3.969 3.270
H 3.867 -4.025 1.716
H 2.216 -4.661 1.844
H 3.014 -0.649 2.062
H -0.687 -3.064 1.253
H 1.679 -2.022 4.491
H 0.609 -3.303 -0.760
F 1.059 1.255 -4.754
C 0.513 1.687 -3.599
C 0.696 0.940 -2.457
C 0.146 1.400 -1.265
C -0.584 2.603 -1.246
C -0.742 3.300 -2.439
F -1.446 4.454 -2.459
C -0.203 2.872 -3.630
C -1.049 3.014 0.077
C -1.694 4.201 0.415
C -1.956 4.477 1.744
C -1.575 3.573 2.724
C -0.971 2.400 2.331
N -0.730 2.126 1.047
H 1.237 0.005 -2.500
H -0.342 3.430 -4.544
H -1.965 4.899 -0.359
H -2.449 5.402 2.013
H -1.754 3.759 3.773
H -0.685 1.630 3.033
S 2.337 1.539 1.190
C 3.218 1.610 -0.294
N 3.945 0.655 -0.805
C 4.386 0.849 -2.185
C 4.454 2.358 -2.391
S 3.198 3.040 -1.262
H 3.932 -0.307 -0.432
H 3.651 0.384 -2.846
H 5.349 0.368 -2.337
H 4.223 2.642 -3.414
H 5.424 2.763 -2.110
O -2.728 0.361 2.025
C -2.681 -0.306 1.019
N -1.602 -0.408 0.153
S -1.837 -1.557 -0.976
O -1.620 -1.102 -2.311
O -1.109 -2.772 -0.594
C -3.526 -1.847 -0.604
C -4.433 -2.666 -1.248
C -5.704 -2.740 -0.695
C -6.031 -2.024 0.455
C -5.098 -1.209 1.083
C -3.834 -1.131 0.529
H -4.166 -3.219 -2.137
H -6.453 -3.366 -1.163
H -7.030 -2.106 0.862
H -5.334 -0.645 1.975
*
```

frontier orbital gap: 8.2 eV
electronic energy: -108520.0334 eV
ΔE to the lowest compared entry with this formula, charge and spin: 5.1 kcal per mole

(7)
Molecular formula: C23H22IN4O4Ru
Method: DFT, ωB97M-V/def2-TZVPD

```
! RIJCOSX wB97M-V def2-TZVPD def2/J DEFGRID3
* xyz 0 2
Ru 0.108 0.052 0.154
O 4.037 -0.764 0.699
C 2.933 -0.265 0.636
O 1.932 -0.724 -0.048
C 2.622 1.006 1.357
C 3.616 1.692 2.077
C 3.271 2.834 2.727
C 1.954 3.335 2.612
C 1.521 4.506 3.283
C 0.245 4.953 3.132
C -0.642 4.288 2.249
C -0.250 3.168 1.584
C 1.039 2.632 1.805
N 1.393 1.431 1.244
H 4.608 1.265 2.102
H 3.992 3.375 3.329
H 2.219 5.026 3.929
H -0.095 5.824 3.676
H -1.645 4.671 2.115
H -0.911 2.649 0.907
I -2.506 0.169 -0.899
C -1.885 1.503 -2.343
C -2.824 1.998 -3.195
C -2.427 2.929 -4.180
C -1.118 3.289 -4.270
C -0.139 2.755 -3.392
C 1.213 3.137 -3.526
C 2.145 2.621 -2.686
C 1.773 1.718 -1.662
C 0.476 1.310 -1.454
C -0.510 1.836 -2.366
H -3.858 1.686 -3.124
H -3.168 3.348 -4.848
H -0.797 4.001 -5.021
H 1.486 3.840 -4.304
H 3.187 2.900 -2.782
H 2.568 1.343 -1.045
N -0.223 -2.143 -0.666
C 0.680 -3.260 -0.312
C 0.538 -3.666 1.141
C 1.141 -2.656 2.095
N 0.337 -1.429 2.086
H -1.190 -2.414 -0.529
H -0.106 -1.924 -1.651
H 1.697 -2.930 -0.502
H 0.471 -4.122 -0.951
H 1.032 -4.630 1.282
H -0.523 -3.812 1.384
H 2.157 -2.416 1.782
H 1.201 -3.086 3.099
H 0.703 -0.750 2.747
H -0.609 -1.640 2.384
O -0.146 0.808 3.659
N -1.279 0.819 3.216
O -1.403 0.540 1.957
*
```

frontier orbital gap (alpha / beta): 7.3 / 7.3 eV
electronic energy: -49039.3242 eV
ΔE to the lowest compared entry with this formula, charge and spin: 111.5 kcal per mole

(8)
Molecular formula: C23H22N2O3S
Method: DFT, ωB97M-V/def2-TZVPD

```
! RIJCOSX wB97M-V def2-TZVPD def2/J DEFGRID3
* xyz 0 1
O -4.058 -2.443 -0.448
C -2.977 -2.271 0.079
N -2.631 -2.745 1.302
C -3.471 -3.472 2.211
C -4.545 -4.397 1.728
C -4.914 -3.111 2.408
H -5.315 -3.139 3.409
H -5.319 -2.331 1.784
H -4.684 -5.328 2.256
H -4.714 -4.452 0.666
H -2.907 -3.775 3.085
H -1.745 -2.441 1.676
C -1.892 -1.472 -0.572
C -2.264 -0.390 -1.361
C -1.306 0.415 -1.948
C 0.042 0.137 -1.772
C 0.413 -0.978 -1.028
C -0.541 -1.775 -0.427
H -0.230 -2.646 0.132
H 1.461 -1.212 -0.913
C 1.099 1.039 -2.339
N 1.849 1.653 -1.251
C 3.168 2.079 -1.543
C 3.451 3.407 -1.829
C 4.757 3.792 -2.081
C 5.776 2.856 -2.070
C 5.491 1.528 -1.801
C 4.192 1.138 -1.532
H 3.961 0.105 -1.314
H 6.283 0.794 -1.793
H 6.793 3.159 -2.272
H 4.976 4.828 -2.295
H 2.648 4.126 -1.837
S 0.919 2.623 -0.241
O -0.167 3.215 -0.971
O 1.800 3.480 0.494
C 0.269 1.428 0.927
C -1.087 1.351 1.168
C -1.555 0.462 2.124
C -0.659 -0.327 2.828
C 0.704 -0.232 2.584
C 1.172 0.654 1.630
H 2.225 0.766 1.425
H 1.397 -0.842 3.143
H -1.022 -1.006 3.586
H -2.613 0.390 2.322
H -1.753 1.986 0.606
H 0.635 1.816 -2.961
H 1.806 0.470 -2.949
H -1.601 1.274 -2.530
H -3.316 -0.187 -1.494
*
```

SMILES: O=C(NC1CC1)c1ccc(CN(c2ccccc2)S(=O)(=O)c2ccccc2)cc1
frontier orbital gap: 9.6 eV
electronic energy: -44165.2941 eV
ΔE to the lowest compared entry with this formula, charge and spin: 36.0 kcal per mole